Entry 1:
18
Properties=species:S:1:pos:R:3:forces:R:3:mulliken_charge:R:1 method="wB97M-V/def2-TZVPD" lumo_energy_ev=0.5 de_lowest_kcal_mol=14.6 energy_ev=-23770.790 molar_mass_da=155.175 smiles="C[C@@](O)(CN)S(=O)(=O)O" homo_lumo_gap_ha=0.38412
C -0.83143 -0.07433 -1.64631 0.8 -0.2 0.6 -1.52
C -0.27782 -0.33069 -0.33366 0.2 2.6 3.1 0.57
O 0.24579 -1.53677 -0.25116 1.9 -2.2 0.6 -0.58
C 0.66835 0.78361 0.33040 -2.4 0.9 -1.3 -0.38
N 1.40332 0.08963 1.30773 1.2 0.4 2.7 -0.66
S -1.84794 -0.20721 0.80936 0.3 3.6 0.8 1.11
O -3.07474 -0.66074 0.24578 -0.2 -1.8 -0.3 -0.60
O -1.97212 1.19103 1.26798 0.8 -2.1 0.0 -0.62
O -1.32001 -1.09893 2.05718 -1.3 -0.8 -0.2 -0.51
H 0.04446 0.02130 -2.26549 -0.3 0.5 -0.9 0.43
H -1.32555 -0.99496 -1.73155 -1.1 -1.1 -1.5 0.43
H -1.52627 0.69476 -1.45123 -0.7 1.4 -1.2 0.35
H 1.04884 -1.51692 0.35897 -1.1 0.3 -0.5 0.43
H 1.37920 1.09268 -0.42929 -0.1 0.3 -0.4 0.43
H 0.01058 1.67961 0.71958 1.4 -1.7 -1.0 0.33
H 2.16173 0.70353 1.64971 -0.3 -0.7 -0.4 0.26
H 0.80300 -0.01286 2.13463 0.3 -0.3 -0.2 0.18
H -1.82398 -1.95353 2.06760 0.6 0.9 0.0 0.36

Entry 2:
15
Properties=species:S:1:pos:R:3:forces:R:3:mulliken_charge:R:1 method="wB97M-V/def2-TZVPD" lumo_energy_ev=0.7 de_lowest_kcal_mol=30.4 energy_ev=-17628.887 molar_mass_da=107.178 smiles=N[C@H](CO)CS homo_lumo_gap_ha=0.35338
N 0.10585 -0.80104 1.17419 0.5 -0.5 0.3 -0.59
C 0.29083 -0.20618 -0.15675 -1.1 1.7 1.7 0.28
C 0.25659 1.34690 -0.05481 1.4 1.4 0.5 -1.01
O 1.16109 1.85609 0.96556 0.3 -0.4 -1.2 -0.54
C -0.89295 -0.52131 -1.02735 0.1 -2.2 -1.2 -0.75
S -1.01917 -2.35995 -1.47507 0.8 0.8 0.4 -0.25
H -0.29399 -0.16832 1.84749 -0.6 0.2 -0.1 0.19
H 0.98309 -1.05770 1.61724 0.0 -0.1 -0.4 0.27
H 1.28044 -0.50584 -0.49237 -0.2 -0.1 -0.6 0.43
H -0.66126 1.89406 0.19122 -0.7 -1.1 -0.2 0.38
H 0.56379 1.83350 -0.98845 0.2 -0.4 0.0 0.40
H 0.70852 1.71094 1.78540 -0.1 0.0 0.8 0.31
H -0.81505 -0.00458 -1.98178 -0.3 0.2 0.1 0.39
H -1.83779 -0.37673 -0.51855 0.1 0.6 0.1 0.35
H 0.17001 -2.63982 -0.88598 -0.5 -0.2 -0.2 0.13

Entry 3:
15
Properties=species:S:1:pos:R:3:forces:R:3:mulliken_charge:R:1 method="wB97M-V/def2-TZVPD" lumo_energy_ev=0.8 de_lowest_kcal_mol=23.5 energy_ev=-17629.184 molar_mass_da=107.178 smiles=N[C@H](CO)CS homo_lumo_gap_ha=0.35469
N 0.49927 -0.03404 -1.81622 -0.1 -0.9 -1.1 -0.69
C 0.20985 -0.30124 -0.42197 -2.0 -1.0 0.7 0.33
C -1.23141 0.13611 -0.11615 1.2 1.6 0.5 -0.73
O -1.57848 -0.25754 1.21906 -0.9 0.3 -0.6 -0.49
C 1.22920 0.37664 0.42368 1.0 1.2 0.0 -0.76
S 1.53770 -0.22821 2.10113 -0.7 0.1 0.3 -0.24
H -0.16133 -0.50954 -2.46785 0.6 0.5 0.9 0.26
H 1.42309 -0.40348 -2.06668 -0.4 0.3 0.2 0.25
H 0.10843 -1.32480 -0.06212 0.9 -0.8 -0.6 0.30
H -1.92381 -0.23112 -0.84789 -0.4 -0.5 -0.4 0.38
H -1.17993 1.22804 -0.21435 -0.5 0.1 0.1 0.31
H -2.52363 -0.02832 1.34508 0.9 -0.2 0.0 0.30
H 2.19653 0.17950 -0.04589 0.1 0.1 0.0 0.28
H 1.10947 1.48184 0.34761 0.0 -0.6 0.4 0.38
H 0.28504 -0.08385 2.62256 0.6 0.0 -0.4 0.12

Entry 4:
15
Properties=species:S:1:pos:R:3:forces:R:3:mulliken_charge:R:1 method="wB97M-V/def2-TZVPD" lumo_energy_ev=0.6 de_lowest_kcal_mol=51.0 energy_ev=-17627.994 molar_mass_da=107.178 smiles=N[C@H](CO)CS homo_lumo_gap_ha=0.33898
N -0.39235 -0.38599 1.26263 0.6 0.7 1.1 -0.62
C 0.22778 0.45999 0.27284 3.8 -2.0 -2.0 0.59
C -0.24181 1.85555 0.14640 2.0 0.3 1.0 -0.95
O 0.23386 2.59660 1.29823 -1.3 -0.2 -0.5 -0.49
C 0.05530 -0.32515 -1.01637 -1.5 -0.3 -3.5 -0.86
S 0.15246 -2.13608 -1.11576 0.5 -0.3 0.9 -0.21
H -1.08534 0.16451 1.68956 -2.0 0.6 0.6 0.23
H 0.26930 -0.34292 2.01260 0.6 -0.9 0.7 0.25
H 1.33683 0.54191 0.45312 -0.8 -0.4 0.1 0.25
H -1.24231 1.63289 -0.02601 -2.7 1.2 0.3 0.49
H 0.16848 2.41511 -0.67145 0.2 -0.2 -0.7 0.34
H -0.39602 2.45900 2.00795 0.0 0.1 0.3 0.31
H 0.84028 -0.18662 -1.86055 -1.7 1.1 1.2 0.30
H -1.09251 -0.25465 -1.35739 2.6 0.8 0.2 0.25
H -0.61008 -2.26521 -0.03698 -0.2 -0.5 0.3 0.12

Entry 5:
16
Properties=species:S:1:pos:R:3:forces:R:3:mulliken_charge:R:1 method="wB97M-V/def2-TZVPD" lumo_energy_ev=-0.8 de_lowest_kcal_mol=45.0 energy_ev=-28463.486 molar_mass_da=139.245 smiles=N[C@@H](CO)CSS homo_lumo_gap_ha=0.30273
N 0.10278 0.71771 -1.23828 -1.0 -0.7 0.4 -0.71
C 0.44035 -0.34474 -0.30028 4.1 -1.4 2.0 0.65
C 1.75444 0.18758 0.49564 -0.9 -2.8 1.0 -0.69
O 2.65494 0.89372 -0.28570 -0.9 0.0 -1.5 -0.52
C -0.60507 -0.79841 0.73139 0.2 0.8 -1.1 -1.11
S -1.86614 -1.78332 -0.04387 -2.4 1.0 -0.6 0.00
S -3.38578 -0.15591 -0.70748 1.4 -1.3 0.4 -0.26
H 0.03373 1.65621 -0.80999 0.4 -0.8 0.3 0.28
H -0.86631 0.47766 -1.36899 -0.7 0.4 -1.3 0.20
H 0.77128 -1.36296 -0.73584 -0.5 1.9 -0.5 0.21
H 1.31596 0.78157 1.26687 -0.1 1.1 0.8 0.34
H 2.27661 -0.67611 1.09206 -0.8 1.3 -1.4 0.28
H 2.13678 0.99489 -1.12899 1.1 0.2 0.6 0.43
H -1.12828 0.05356 1.06786 -0.5 1.1 0.8 0.36
H -0.25376 -1.32448 1.61066 0.5 -0.2 -0.1 0.39
H -3.38154 0.68304 0.35493 0.1 -0.5 0.1 0.17

Entry 6:
15
Properties=species:S:1:pos:R:3:forces:R:3:mulliken_charge:R:1 method="wB97M-V/def2-TZVPD" lumo_energy_ev=0.2 de_lowest_kcal_mol=113.3 energy_ev=-23319.169 molar_mass_da=121.060 homo_lumo_gap_ha=0.28474
C -0.68815 -2.17862 0.61711 0.2 -1.0 1.1 -0.73
C 0.60188 -0.12947 -1.37862 1.7 -2.2 1.2 -1.08
C -0.00844 0.34771 -0.07953 0.1 0.5 1.3 0.18
N -0.54259 1.58198 -0.11124 -1.2 2.0 0.1 -0.30
P -0.62810 -0.69029 1.32528 0.9 -0.2 0.1 0.07
P -0.89708 2.62193 1.27802 -2.3 -0.4 -1.6 -0.04
H -0.52304 -3.13698 1.12476 -0.6 0.5 0.3 0.25
H -0.79310 -2.33856 -0.41522 0.4 0.0 -1.4 0.30
H 1.65359 0.33399 -1.53560 -1.7 -1.2 0.4 0.25
H -0.00392 0.18495 -2.16616 -1.1 0.8 -1.4 0.41
H 0.51942 -1.31281 -1.44531 1.0 2.6 0.3 0.25
H 1.12435 0.69562 1.51553 -0.7 -0.7 -1.4 0.09
H -0.58224 2.15974 -0.93910 0.6 -0.6 -0.4 0.29
H 0.26656 2.22578 1.74777 2.9 -0.5 1.6 0.02
H -1.53867 1.62926 2.07493 -0.1 0.3 -0.1 0.05

Entry 7:
14
Properties=species:S:1:pos:R:3:forces:R:3:mulliken_charge:R:1 method="wB97M-V/def2-TZVPD" lumo_energy_ev="3.2 / 3.1" charge=-1 de_lowest_kcal_mol=53.9 energy_ev=-15579.712 molar_mass_da=91.179 s2=0.7524 multiplicity=2 homo_lumo_gap_ha="0.07221 / 0.28705"
C -3.57254 0.52963 -1.31336 0.1 0.1 0.2 -1.33
N -2.46912 0.45875 -2.03698 -0.5 0.2 0.3 -0.60
H -4.05667 1.48185 -1.08037 0.3 0.0 -0.3 0.55
H -4.14288 -0.31639 -0.92677 0.2 -0.2 0.0 0.41
H -2.19156 -0.51668 -2.08967 0.0 -0.2 -0.1 0.22
C 0.64714 0.26869 1.36698 0.9 1.1 -1.2 -1.05
S 2.28866 0.96038 0.87941 -0.1 -0.3 0.3 -0.11
C 2.99188 -0.62922 0.31686 0.1 0.9 1.2 -0.86
H 0.30341 -0.11069 0.41804 -0.6 -0.4 0.0 0.08
H 0.77944 -0.50627 2.09745 -0.2 -0.1 0.5 0.22
H 0.01877 1.12188 1.62574 0.0 -0.4 0.3 0.62
H 3.08909 -1.27031 1.19280 -0.1 -0.2 -0.1 0.26
H 3.99152 -0.42927 -0.04316 0.1 0.0 -0.4 0.29
H 2.32286 -1.04234 -0.40696 -0.1 -0.4 -0.6 0.30

Entry 8:
14
Properties=species:S:1:pos:R:3:forces:R:3:mulliken_charge:R:1 method="wB97M-V/def2-TZVPD" lumo_energy_ev="2.5 / 2.5" charge=-1 de_lowest_kcal_mol=74.9 energy_ev=-15578.799 molar_mass_da=91.179 s2=0.7535 multiplicity=2 homo_lumo_gap_ha="0.06795 / 0.13793"
C -5.70173 -0.37371 -1.00921 -2.6 0.2 -0.3 -0.72
N -4.66624 -0.17321 -0.23339 2.3 0.2 -0.1 -0.66
H -5.63798 -0.99682 -1.89382 0.0 0.0 -0.8 0.20
H -6.77783 -0.06312 -0.75624 0.8 -0.5 -0.1 0.18
H 3.76201 -2.01635 0.53248 0.0 1.1 0.8 0.13
H -4.66969 -0.53699 0.69202 -0.5 0.1 1.2 0.01
C 2.25488 0.70944 0.11573 -1.4 0.8 -1.4 -0.91
C 3.71107 0.43666 0.55350 -0.9 1.5 -0.7 -0.39
S 3.81882 -1.06882 1.56054 0.3 -0.6 -0.3 -0.23
H 1.90647 -0.02462 -0.66006 0.3 0.2 1.0 0.27
H 1.49052 0.74282 0.93434 0.9 -0.3 -0.5 0.30
H 2.08442 1.68578 -0.46903 0.8 -1.0 1.0 0.28
H 4.30037 0.26127 -0.33201 0.3 0.0 -0.3 0.26
H 4.12491 1.41767 0.96514 -0.3 -1.8 0.3 0.29